DFT (ωB97M-V/def2-TZVPD) results for a 3-piece molecular cluster, C36H74BBrClN2O6P2 overall.

The frontier orbital gap (spin up / spin down) comes out at 6.60 / 6.20 eV. For the total energy, the calculation gives -5718.78324 Eh. As for the net charge: -1. Its expectation value of S² is 2.01. Its spin multiplicity is 3.

```
123
Properties=species:S:1:pos:R:3:forces:R:3:lowdin_spin:R:1
C 2.905 -4.831 -0.596 1.312 0.600 -0.081 0.000
C 3.330 -3.438 -1.222 -0.302 -0.668 0.103 0.000
C 2.280 -2.294 -0.994 -0.084 -0.282 -0.155 0.000
C 0.788 -2.774 -0.976 0.496 0.430 -0.604 0.000
C 0.350 -3.301 -2.408 0.290 -0.153 1.002 0.000
C -0.211 -4.768 -2.357 -0.847 0.552 -0.642 0.000
C -1.791 -4.749 -2.182 0.895 -0.489 -0.079 0.000
C -2.506 -5.814 -3.070 0.044 -0.538 0.661 0.000
C -4.074 -5.820 -2.952 0.109 0.841 -0.408 0.000
C -4.670 -4.584 -2.206 -1.616 -0.839 -0.296 0.000
C -6.175 -4.931 -1.834 0.917 0.344 0.204 0.000
C -6.997 -3.655 -1.463 0.020 -1.058 0.428 0.000
C -6.267 -2.703 -0.452 -0.467 0.921 -0.444 0.000
C -6.033 -1.263 -1.074 0.701 -0.408 0.967 0.000
C -4.541 -1.066 -1.499 -0.570 0.109 -0.695 0.000
C -4.289 0.186 -2.411 0.008 -0.988 0.022 0.000
B -2.856 -0.018 -3.166 0.688 -0.438 0.111 0.000
P -3.007 -0.613 -5.035 -1.377 0.331 -1.582 0.000
O -4.122 -1.937 -5.081 1.268 0.510 0.634 0.000
Br -0.954 -1.517 -5.513 -0.180 -0.219 0.241 0.000
O -1.912 -1.032 -2.601 0.376 -0.393 2.017 0.000
C -0.885 -0.484 -1.849 -2.356 1.381 -2.841 0.000
Cl -1.101 -0.633 -0.027 -0.630 0.866 0.179 0.000
C -1.071 1.090 -2.224 0.108 -1.389 0.661 0.000
P 0.681 1.637 -2.543 -0.864 3.044 -1.591 0.000
O 0.794 3.044 -3.117 0.164 -1.631 0.924 0.000
O -1.950 1.158 -3.312 0.884 0.121 0.324 0.000
H 3.863 -5.360 -0.368 -0.782 0.192 -0.002 0.000
H 2.359 -4.673 0.355 0.179 -0.355 -0.618 0.000
H 2.368 -5.468 -1.322 -0.064 0.485 0.566 0.000
H 4.303 -3.157 -0.767 -0.567 -0.001 -0.300 0.000
H 3.528 -3.638 -2.302 -0.202 0.413 0.663 0.000
H 2.556 -1.729 -0.071 -0.375 -0.552 -0.541 0.000
H 2.358 -1.549 -1.826 0.061 -0.442 0.494 0.000
H 0.571 -3.516 -0.176 0.307 0.312 -0.524 0.000
H 0.168 -1.881 -0.725 1.488 -2.028 -0.120 0.000
H -0.415 -2.576 -2.775 0.383 -1.285 -0.103 0.000
H 1.199 -3.216 -3.127 -0.422 -0.206 0.566 0.000
H 0.208 -5.369 -1.524 0.047 0.476 -0.531 0.000
H 0.066 -5.268 -3.313 -0.308 0.145 0.560 0.000
H -2.124 -3.706 -2.356 -0.134 -0.702 -0.022 0.000
H -1.993 -5.019 -1.121 -0.086 0.391 -0.561 0.000
H -2.183 -5.755 -4.134 -0.216 0.262 0.658 0.000
H -2.144 -6.813 -2.713 -0.111 0.669 -0.340 0.000
H -4.477 -5.798 -3.995 0.084 -0.064 0.776 0.000
H -4.496 -6.737 -2.488 0.568 0.377 -0.131 0.000
H -4.179 -4.360 -1.240 0.106 -0.025 -0.886 0.000
H -4.691 -3.698 -2.884 0.340 -0.560 0.593 0.000
H -6.131 -5.621 -0.956 -0.123 0.390 -0.518 0.000
H -6.622 -5.514 -2.669 0.020 0.509 0.437 0.000
H -7.290 -3.149 -2.410 0.257 -0.066 0.696 0.000
H -7.932 -4.005 -0.957 0.467 0.300 -0.609 0.000
H -6.913 -2.584 0.450 0.532 -0.215 -0.553 0.000
H -5.277 -3.082 -0.125 -0.689 0.011 -0.115 0.000
H -6.741 -1.158 -1.926 0.576 0.318 0.536 0.000
H -6.243 -0.514 -0.272 -0.169 -0.299 -0.783 0.000
H -3.866 -1.023 -0.615 -0.556 -0.112 -0.425 0.000
H -4.242 -1.965 -2.080 -0.041 0.599 0.396 0.000
H -4.340 1.129 -1.823 -0.141 -0.431 -0.443 0.000
H -5.082 0.155 -3.204 0.373 0.450 0.696 0.000
H -3.823 -2.491 -5.808 -0.218 -0.094 -0.198 0.000
H 0.004 -1.006 -2.268 -0.022 0.901 1.289 0.000
H -1.620 1.515 -1.355 1.110 0.250 -0.143 0.000
H 1.246 0.715 -3.486 -0.348 -0.122 0.789 0.000
H 1.384 1.505 -1.302 -0.316 -0.489 -0.363 0.000
C 5.212 0.202 5.413 -0.246 0.162 0.234 0.003
C 5.426 -0.327 3.970 0.890 1.113 1.536 0.025
C 5.220 0.806 2.944 -0.239 -0.031 -0.333 0.014
C 3.761 1.148 2.660 0.109 -0.054 -0.020 0.001
C 2.971 -0.115 2.334 0.265 0.362 -0.132 0.014
C 3.097 -1.178 3.432 -1.889 0.055 0.847 0.026
N 4.520 -1.486 3.742 0.809 -0.094 -3.135 0.341
O 5.008 -2.202 2.749 -0.210 -0.152 1.086 0.568
C 2.357 -0.695 4.696 0.048 0.231 0.222 0.001
C 2.323 -2.436 3.003 0.489 -0.312 -0.227 -0.001
C 6.912 -0.727 3.916 -0.124 -0.568 -0.443 -0.001
H 4.730 -0.541 6.048 -0.041 0.001 -0.102 0.002
H 6.159 0.439 5.903 0.029 0.021 -0.221 0.000
H 4.614 1.115 5.439 -0.060 -0.093 0.009 0.000
H 5.696 0.527 1.998 -0.011 -0.179 0.065 0.002
H 5.742 1.705 3.288 0.066 -0.182 0.139 0.001
H 3.320 1.680 3.506 -0.052 -0.033 0.013 0.000
H 3.713 1.834 1.810 -0.015 0.016 0.075 0.001
H 1.919 0.151 2.195 -0.015 -0.213 0.098 0.001
H 3.314 -0.514 1.373 0.093 -0.097 0.210 0.003
H 2.461 -1.415 5.511 0.070 -0.007 -0.060 0.001
H 1.289 -0.592 4.492 0.112 -0.076 -0.155 0.000
H 2.688 0.276 5.058 0.060 -0.045 0.005 0.000
H 2.659 -2.830 2.044 0.140 0.030 0.104 -0.001
H 1.261 -2.209 2.895 0.092 0.208 0.078 0.000
H 2.418 -3.226 3.752 0.069 0.031 -0.019 0.000
H 7.125 -1.553 4.599 -0.051 0.005 -0.022 0.000
H 7.540 0.118 4.205 -0.252 0.090 0.084 0.000
H 7.228 -1.019 2.914 -0.159 -0.131 0.063 -0.001
C 0.649 5.825 -1.169 0.116 0.316 -0.218 0.003
C -0.176 5.471 0.096 0.081 -0.111 -2.215 0.025
C -1.326 6.478 0.291 -0.082 0.172 0.397 0.014
C -0.904 7.820 0.881 -0.061 -0.097 0.014 0.001
C -0.064 7.611 2.137 -0.383 0.053 -0.200 0.014
C 1.145 6.701 1.881 1.530 1.278 0.042 0.026
N 0.742 5.406 1.270 -2.591 -0.326 2.055 0.344
O 0.170 4.678 2.208 0.963 -0.026 -0.585 0.565
C 2.155 7.437 0.978 0.021 0.146 -0.276 0.001
C 1.904 6.490 3.201 -0.263 -0.497 0.167 -0.001
C -0.813 4.108 -0.226 -0.057 -0.217 0.778 -0.001
H 1.712 5.627 -1.027 -0.051 0.001 0.054 0.002
H 0.352 5.224 -2.030 -0.084 -0.054 0.172 0.000
H 0.532 6.872 -1.465 0.087 0.009 0.107 0.000
H -2.083 6.039 0.950 0.130 -0.109 0.055 0.002
H -1.826 6.645 -0.668 0.165 -0.192 -0.023 0.001
H -0.360 8.409 0.139 0.069 -0.008 0.028 0.000
H -1.798 8.396 1.135 0.042 0.008 -0.051 0.001
H 0.278 8.584 2.503 0.194 -0.138 0.026 0.001
H -0.698 7.192 2.926 0.123 -0.180 -0.063 0.003
H 3.010 6.800 0.745 -0.088 -0.049 0.006 0.001
H 2.542 8.323 1.489 -0.112 -0.117 0.122 0.000
H 1.732 7.792 0.041 -0.006 -0.117 -0.011 0.000
H 1.271 6.080 3.989 -0.026 -0.115 -0.159 -0.001
H 2.291 7.441 3.572 -0.070 0.056 -0.232 0.000
H 2.755 5.820 3.060 -0.070 -0.028 -0.027 0.000
H -0.052 3.336 -0.345 0.021 0.073 0.034 0.000
H -1.380 4.162 -1.157 0.229 0.223 -0.056 0.000
H -1.517 3.783 0.543 0.200 0.022 0.117 -0.001
```
Forces are in eV/Å.

DFT (ωB97M-V/def2-TZVPD) results for a 6-piece molecular cluster, C36H74BI3N5O13S5 overall.

The frontier orbital gap comes out at 8.61 eV. For the total energy, the calculation gives -5576.64394 Eh. As for the net charge: +1. Its spin multiplicity is 1.

```
137
Properties=species:S:1:pos:R:3:forces:R:3:mulliken_charge:R:1
C 0.638 -1.239 -2.241 -0.067 -0.192 -0.182 -0.920
O -0.249 -1.244 -1.134 0.148 0.075 0.304 0.389
C -0.316 -0.021 -0.512 0.275 -0.252 -0.777 -2.023
N -0.622 -0.168 0.957 -0.465 1.075 0.210 1.878
C 0.670 -0.166 1.744 0.474 -1.437 0.768 -1.629
I 2.176 -1.538 1.072 0.047 0.087 -0.953 0.345
C 0.527 -0.242 3.300 0.962 0.514 -0.231 -0.319
C 1.326 0.938 3.873 -0.451 -0.238 0.247 -1.181
I 1.390 -1.978 4.241 -0.691 -0.016 0.852 0.107
C -1.297 1.162 1.353 -0.409 0.549 -0.481 1.503
C -0.580 2.432 0.887 0.086 0.362 0.228 -0.585
C -0.609 3.504 1.990 -0.441 0.131 -0.245 -0.161
C -1.664 4.588 1.792 0.396 0.633 -0.236 -0.792
N -1.483 5.334 0.526 -0.192 -0.756 0.035 -0.612
C -2.748 1.260 0.870 -0.274 0.016 -0.117 -3.107
N -3.640 0.180 1.249 0.676 -0.185 0.547 0.545
C -3.965 0.351 2.669 -0.624 0.455 0.373 -0.372
N -5.163 1.177 2.821 0.287 0.016 -0.033 -0.551
C -3.048 -1.107 0.836 -0.487 0.226 -0.866 2.238
C -3.159 -1.198 -0.691 -0.142 -0.063 0.002 -2.543
C -3.872 -2.314 1.345 -0.415 0.217 0.098 -0.565
C -5.382 -2.135 1.243 -0.815 0.319 0.194 -0.777
O -6.056 -1.526 2.008 0.490 -0.296 -0.267 -0.434
I -6.376 -3.191 -0.374 0.232 0.058 0.206 0.069
C -1.602 -1.265 1.386 0.080 -0.703 0.454 -1.998
B -1.157 -2.828 1.379 0.604 -0.425 -0.216 1.319
N -1.190 -3.608 2.588 -0.733 1.028 -0.173 -0.499
O -0.845 -3.488 0.219 -0.116 0.499 -0.203 -0.602
H 0.770 -2.270 -2.542 -0.029 -0.200 -0.017 0.271
H 1.610 -0.831 -1.973 0.122 0.116 0.096 0.352
H 0.220 -0.684 -3.079 -0.083 0.163 -0.084 0.311
H 0.627 0.513 -0.599 0.245 0.031 0.250 0.843
H -1.062 0.609 -0.989 -0.308 0.110 0.277 0.630
H 1.206 0.748 1.553 -0.435 0.406 -0.360 1.079
H -0.486 -0.139 3.662 -0.225 -0.320 -0.117 0.486
H 1.089 1.024 4.927 0.093 0.100 0.205 0.574
H 2.392 0.764 3.784 0.201 0.138 -0.198 0.382
H 1.028 1.861 3.383 0.104 0.171 -0.047 -0.088
H -1.337 1.205 2.433 0.254 -0.495 0.192 0.208
H -1.094 2.852 0.025 -0.067 -0.162 -0.288 0.691
H 0.446 2.300 0.560 0.146 -0.230 0.049 0.465
H 0.346 4.019 2.011 0.235 -0.062 0.140 -0.844
H -0.793 3.053 2.958 0.230 -0.006 0.227 0.429
H -2.685 4.226 1.872 -0.121 -0.204 -0.027 0.352
H -1.537 5.308 2.595 -0.012 0.011 0.267 0.161
H -0.626 4.999 0.097 0.214 0.361 -0.144 0.211
H -2.197 5.022 -0.120 -0.129 0.281 -0.172 0.328
H -3.119 2.167 1.339 -0.107 0.173 0.048 1.016
H -2.793 1.466 -0.195 0.040 -0.155 -0.228 0.088
H -3.174 0.864 3.226 0.319 -0.164 0.031 -0.173
H -4.146 -0.591 3.172 0.072 -0.352 -0.207 0.492
H -5.499 1.458 1.912 -0.220 -0.060 -0.083 0.320
H -4.971 1.999 3.372 0.002 0.138 -0.015 0.339
H -4.206 -1.194 -0.973 -0.179 0.033 0.037 0.386
H -2.742 -2.136 -1.038 0.224 -0.029 -0.139 0.281
H -2.705 -0.374 -1.220 0.124 0.010 -0.116 0.184
H -3.640 -3.184 0.742 0.347 -0.180 0.046 0.843
H -3.692 -2.516 2.397 0.069 -0.109 0.164 0.709
H -1.751 -1.051 2.442 0.195 0.151 0.188 0.271
H -1.896 -4.332 2.537 0.455 -0.549 0.019 0.290
H -1.342 -3.074 3.432 0.037 -0.163 0.192 0.182
H -0.016 -3.962 0.318 -0.117 -0.547 0.026 0.272
C 8.481 -2.222 1.149 -0.063 -0.044 0.094 -0.566
C 8.272 -3.569 1.855 -0.034 0.051 -0.060 -0.607
C 6.832 -3.589 2.386 0.240 -0.187 0.016 -0.735
S 5.884 -2.526 1.289 0.255 -0.056 0.003 1.239
O 5.417 -1.384 2.037 -0.089 -0.012 -0.010 -0.666
O 4.949 -3.312 0.516 -0.213 0.165 0.066 -0.734
C 7.257 -2.019 0.262 0.236 0.017 -0.038 -0.785
H 9.399 -2.208 0.566 0.012 0.004 -0.010 0.353
H 8.540 -1.421 1.889 0.000 0.030 -0.016 0.293
H 8.412 -4.381 1.139 -0.014 -0.004 -0.017 0.299
H 8.986 -3.718 2.662 0.003 -0.007 0.017 0.322
H 6.393 -4.583 2.370 -0.110 0.031 0.008 0.374
H 6.760 -3.168 3.387 -0.073 0.082 -0.026 0.373
H 7.104 -0.989 -0.053 -0.126 -0.004 0.017 0.406
H 7.277 -2.678 -0.605 -0.043 -0.019 -0.004 0.373
C -3.949 5.694 6.513 0.077 -0.106 0.048 -0.601
C -3.015 5.303 7.668 -0.009 0.037 -0.083 -0.615
C -2.004 4.289 7.117 -0.095 0.073 0.256 -0.743
S -1.831 4.663 5.367 -0.207 0.197 0.369 1.161
O -2.343 3.539 4.609 0.101 -0.079 -0.017 -0.590
O -0.518 5.194 5.100 0.069 -0.234 -0.232 -0.807
C -3.041 5.980 5.321 -0.230 0.065 0.058 -0.760
H -4.560 6.560 6.760 -0.010 0.013 -0.004 0.404
H -4.620 4.865 6.279 -0.018 0.008 -0.022 0.268
H -2.490 6.189 8.028 0.014 0.013 -0.014 0.301
H -3.565 4.886 8.508 0.002 -0.014 0.015 0.344
H -1.026 4.372 7.584 0.060 -0.042 -0.079 0.389
H -2.368 3.267 7.198 0.002 -0.023 -0.102 0.327
H -3.551 5.964 4.360 0.087 -0.044 -0.055 0.377
H -2.503 6.919 5.444 0.058 -0.013 -0.023 0.434
C 3.831 7.824 0.793 -0.117 -0.035 0.015 -0.636
C 2.956 7.386 1.975 0.047 -0.030 -0.049 -0.840
C 1.950 6.357 1.444 0.042 0.226 0.163 -0.226
S 2.747 5.562 0.036 0.025 0.120 0.339 1.215
O 2.004 5.881 -1.157 -0.040 -0.169 -0.038 -0.668
O 3.044 4.186 0.365 -0.152 -0.101 -0.129 -0.639
C 4.244 6.541 0.079 0.119 0.194 0.001 -0.772
H 4.701 8.391 1.121 0.017 0.006 -0.007 0.377
H 3.254 8.456 0.116 0.015 0.004 -0.027 0.301
H 3.583 6.928 2.741 0.008 -0.018 -0.001 0.322
H 2.444 8.229 2.434 -0.015 0.007 0.007 0.386
H 1.706 5.600 2.183 -0.008 -0.044 -0.042 0.056
H 1.038 6.827 1.078 -0.007 -0.049 -0.080 0.412
H 4.596 6.695 -0.938 -0.050 -0.093 -0.044 0.416
H 4.983 5.983 0.653 -0.020 -0.056 -0.004 0.348
C -2.830 -3.835 -6.463 0.036 0.025 0.096 -0.591
C -1.892 -4.302 -5.341 -0.319 0.216 0.106 -0.636
C -2.102 -3.351 -4.152 0.194 -0.289 -0.048 -0.329
S -3.788 -2.745 -4.279 -0.002 -0.170 -0.142 1.225
O -3.753 -1.322 -4.519 -0.002 0.032 0.137 -0.691
O -4.584 -3.279 -3.200 0.022 0.142 0.023 -0.603
C -4.184 -3.588 -5.805 0.067 -0.054 -0.225 -0.901
H -2.901 -4.572 -7.260 0.035 -0.002 -0.028 0.391
H -2.455 -2.907 -6.899 -0.023 0.007 -0.028 0.277
H -2.151 -5.320 -5.048 0.009 -0.016 -0.005 0.237
H -0.858 -4.310 -5.657 0.085 -0.029 0.013 0.334
H -1.981 -3.848 -3.192 -0.063 0.085 0.069 0.388
H -1.447 -2.487 -4.204 -0.015 0.138 -0.019 0.150
H -4.855 -2.964 -6.391 -0.044 0.059 0.095 0.468
H -4.676 -4.523 -5.540 -0.020 0.008 0.051 0.351
C 2.907 -6.004 -8.736 -0.058 -0.079 0.045 -0.594
C 2.269 -7.293 -9.271 -0.026 0.075 0.015 -0.589
C 0.984 -7.535 -8.469 0.122 -0.156 -0.229 -0.747
S 0.407 -5.913 -7.948 0.388 -0.175 -0.385 1.288
O 0.500 -5.848 -6.511 -0.069 0.023 0.140 -0.689
O -0.813 -5.569 -8.632 -0.124 0.053 0.231 -0.723
C 1.775 -4.986 -8.638 0.207 0.005 -0.095 -0.743
H 3.706 -5.647 -9.383 0.010 0.006 -0.008 0.356
H 3.331 -6.184 -7.746 0.009 0.029 0.013 0.300
H 2.027 -7.169 -10.328 -0.015 0.017 -0.008 0.297
H 2.945 -8.142 -9.189 0.000 -0.020 0.001 0.320
H 0.203 -8.004 -9.062 -0.086 0.019 0.063 0.364
H 1.168 -8.119 -7.570 -0.041 0.075 0.072 0.368
H 1.997 -4.142 -7.990 -0.116 0.007 0.045 0.380
H 1.466 -4.634 -9.622 -0.041 0.005 -0.002 0.391
```
Forces are in eV/Å.